{
  "formula": "C19H20N2O4S2",
  "method": "ωB97M-V/def2-TZVPD",
  "elements": ["H", "O", "C", "C", "H", "C", "C", "C", "H", "H", "H", "S", "C", "H", "N", "C", "H", "H", "C", "C", "C", "C", "H", "H", "H", "C", "N", "H", "H", "H", "C", "C", "S", "C", "C", "H", "O", "O", "H", "H", "C", "H", "H", "O", "C", "H", "C"],
  "positions_angstrom": [[1.410638, -1.131369, -0.199949], [-0.082724, -2.548996, -0.445398], [-2.363753, 0.597171, 0.041068], [6.341475, -0.962747, -0.068578], [-0.828767, -3.977101, -1.089281], [6.124692, 0.286387, -0.011085], [-0.012401, 0.434311, -0.184548], [4.696741, 0.789109, 0.080519], [-4.218164, 1.363721, 1.671043], [-5.567805, 0.389475, 1.063034], [-3.735464, -0.712629, 0.311419], [-0.138158, 1.922940, 0.033239], [-0.294350, -4.448138, 1.048493], [-4.285576, 4.242823, -1.036430], [1.336513, -0.188599, -0.132523], [3.691349, -0.111367, -0.200078], [-5.781144, 1.945730, -0.617413], [3.127021, -2.110704, -0.089099], [-5.127433, 2.196810, -0.071753], [3.997119, -1.414750, -0.077105], [5.463312, -1.740884, -0.277835], [-2.712632, 3.198179, 0.325211], [7.343679, -1.186294, 0.007149], [-2.998302, 3.478079, 1.104180], [-5.720546, 3.088843, 0.888108], [-4.011409, 2.979958, -0.783942], [2.322385, 1.955422, -0.088735], [0.844044, -4.117987, -0.879362], [6.866883, 1.361317, -0.254179], [5.600304, -2.782556, -0.223723], [-1.363834, -1.803861, -0.230514], [2.373722, 0.772733, -0.052857], [4.010836, 2.267504, -0.053451], [-3.678607, 0.138478, 0.004517], [-4.605616, 1.137275, 0.751660], [-3.701303, 2.517232, -1.876444], [-2.436653, -2.449886, -0.222364], [4.239848, 3.035507, 1.202175], [0.602172, -4.205186, 1.631950], [-2.210560, 4.122905, -0.227614], [-1.850051, 2.094137, -0.007608], [-0.238287, -5.637722, 0.897632], [-4.103579, 0.063158, -1.221845], [4.281048, 3.303441, -1.080204], [-0.008544, -3.804782, -0.401657], [-1.409653, -4.097411, 1.312770], [-1.188444, -0.249684, -0.268574]],
  "atomic_forces_ev_per_a": [[0.3324, -3.0974, -0.2428], [-0.6753, 11.8878, 1.7659], [6.8701, 4.1683, -2.5719], [10.5747, 4.2985, 1.0400], [-0.5580, -2.4781, -0.2089], [-3.5322, 14.5339, -0.0626], [3.1734, -9.0427, -0.7130], [4.9826, -4.1288, -2.7933], [1.2479, 1.0123, 2.1304], [2.1930, 2.0996, -0.6530], [-0.9780, -9.7814, 3.6115], [-2.0852, 9.8518, 1.0153], [-0.9366, -1.5702, -2.6080], [0.2335, -4.0246, 0.5613], [-2.4922, 7.8835, 0.3706], [-0.6811, 3.0772, 3.0551], [-9.1849, -3.4430, -7.6039], [1.4223, -0.1835, -0.0683], [7.3584, 8.5093, 9.1798], [1.3510, -1.8262, -2.3159], [-14.8417, -10.1485, 0.4724], [3.5634, -0.9626, -17.7545], [2.1976, -1.2217, -0.2461], [-4.3147, 3.5003, 12.5211], [1.5728, -2.5117, -3.0931], [0.8321, 3.7683, -0.6185], [2.8899, 5.4902, -0.1022], [2.4087, -0.9773, -0.7168], [-1.6775, -4.0412, 1.3711], [0.4729, -1.2787, -0.4273], [-1.0649, -1.5965, -1.5752], [-1.2293, -14.1596, -1.7531], [0.4074, 12.5961, 2.4170], [-3.4236, 9.6270, -6.1373], [-3.4442, -6.1462, -0.5660], [-0.4201, 1.0306, 3.0778], [3.9732, 2.3072, 0.2954], [-0.2894, -2.8499, -0.6827], [-0.8591, 0.3148, 0.6347], [-0.8170, -1.4494, 1.4951], [-0.7006, -7.9798, 2.1151], [-0.4545, 2.6236, 0.4478], [1.1890, 0.1851, 3.2581], [-0.1367, -3.6771, -0.4918], [-4.3131, -6.6557, 1.3863], [2.9818, -0.8411, 0.0759], [-3.1183, -2.6923, 1.7085]],
  "mulliken_charge": [0.40, -0.45, 0.67, -0.29, 0.37, -0.30, 0.69, 0.12, 0.55, 0.26, 1.43, -0.23, -0.94, 0.32, 0.04, 0.33, 0.69, 0.28, -1.14, -0.25, -0.73, -1.59, 0.47, 1.05, 0.22, -0.36, -0.51, 0.57, 0.20, 0.43, 0.38, 0.34, 1.04, -1.37, -0.94, 0.21, -0.60, -0.68, 0.29, 0.30, 0.28, 0.30, 0.13, -0.70, -0.61, 0.29, -0.97],
  "mol_weight_g_mol": 404.5,
  "energy_ha": -1942.2058,
  "de_lowest_kj_mol": 1879.8,
  "orbital_gap_ev": 7.2,
  "lumo_ha": -0.035
}